Entry 1:
Computed, not measured: a molecular structure, C35H31N10O7Ti at a distorted geometry, with ωB97M-V/def2-TZVPD.

The total charge is -1. As for the energy above the lowest of the compared OMol25 structures with the same formula, charge and spin: 61.4 kJ/mol. The value obtained for the HOMO-LUMO gap (spin up / spin down) is 4.8 / 4.9 eV. As for the spin multiplicity: 1. The calculation puts the total energy at -89153.5695 eV. Its max |F| is 3.0 eV/Å. As for the LUMO energy (spin up / spin down): 1.925 / 1.856 eV.

Positions of all 84 atoms, in Å:
1 Ti 1.474 0.171 0.513
2 O 1.984 -2.426 5.877
3 C 1.794 -1.690 4.754
4 C 0.529 -1.504 4.203
5 C 0.439 -0.806 3.018
6 N 1.518 -0.279 2.453
7 C 2.731 -0.407 2.990
8 C 2.922 -1.124 4.146
9 C 3.748 0.349 2.127
10 O 4.877 0.539 2.521
11 O 3.204 0.755 1.026
12 C -0.753 -0.595 2.096
13 O -1.899 -0.730 2.473
14 O -0.346 -0.243 0.921
15 H 1.134 -2.758 6.182
16 H -0.363 -1.939 4.637
17 H 3.907 -1.263 4.568
18 C 0.773 3.065 4.596
19 C 1.593 2.412 3.701
20 N 1.295 2.296 2.407
21 C 0.162 2.890 1.998
22 C -0.682 3.514 2.931
23 N -0.393 3.604 4.213
24 C -0.116 2.851 0.570
25 C -0.942 3.796 0.001
26 C -1.272 3.732 -1.365
27 C -0.711 2.692 -2.096
28 C 0.184 1.807 -1.500
29 N 0.504 1.880 -0.168
30 C 0.879 0.809 -2.244
31 C 0.738 0.631 -3.632
32 N 1.465 -0.187 -4.353
33 C 2.430 -0.854 -3.659
34 C 2.576 -0.751 -2.308
35 N 1.786 0.041 -1.533
36 C -2.128 4.723 -2.019
37 C -2.910 4.398 -3.134
38 C -3.658 5.383 -3.751
39 N -3.692 6.654 -3.352
40 C -2.958 6.962 -2.286
41 C -2.177 6.054 -1.594
42 H 1.028 3.162 5.643
43 H 2.535 1.981 4.022
44 H -1.630 3.943 2.632
45 H -1.336 4.591 0.618
46 H -0.911 2.619 -3.153
47 H -0.007 1.191 -4.185
48 H 3.089 -1.481 -4.246
49 H 3.371 -1.292 -1.827
50 H -2.953 3.383 -3.504
51 H -4.271 5.150 -4.616
52 H -2.996 8.001 -1.976
53 H -1.585 6.378 -0.748
54 O 4.490 -1.458 -0.063
55 C 3.615 -2.210 0.311
56 C 3.855 -3.699 0.559
57 C 2.542 -4.188 1.129
58 C 1.644 -2.953 1.075
59 O 0.505 -2.969 1.506
60 N 2.290 -1.877 0.529
61 H 4.709 -3.834 1.221
62 H 4.105 -4.153 -0.401
63 H 2.607 -4.522 2.165
64 H 2.074 -4.984 0.549
65 C -0.779 -2.874 -2.013
66 C -1.793 -3.841 -2.687
67 N -3.153 -3.546 -2.230
68 C -3.479 -2.153 -2.543
69 C -2.469 -1.199 -1.841
70 N -1.486 -1.983 -1.102
71 C -2.187 -2.784 -0.093
72 C -3.220 -3.714 -0.777
73 H -0.251 -2.268 -2.756
74 H -0.029 -3.417 -1.430
75 H -1.575 -4.881 -2.431
76 H -1.775 -3.747 -3.776
77 H -4.503 -1.970 -2.207
78 H -3.445 -2.037 -3.630
79 H -2.960 -0.532 -1.129
80 H -1.935 -0.589 -2.576
81 H -2.664 -2.100 0.606
82 H -1.441 -3.349 0.457
83 H -4.240 -3.478 -0.462
84 H -3.034 -4.768 -0.549

Atomic partial charges in e from the Mulliken method, atoms 1 to 8:
1. Ti -1.25
2. O -0.57
3. C 0.59
4. C -0.68
5. C -0.59
6. N 2.34
7. C 0.15
8. C -1.18

=====

Entry 2:
Computed, not measured: a molecular structure, C35H31N7ORe at a distorted geometry, with ωB97M-V/def2-TZVPD.

The total charge is +2. As for the energy above the lowest of the compared OMol25 structures with the same formula, charge and spin: 162.1 kJ/mol. The value obtained for the HOMO-LUMO gap (spin up / spin down) is 5.6 / 4.8 eV. As for the spin multiplicity: 2. The calculation puts the total energy at -51392.6975 eV. Its max |F| is 1.6 eV/Å. As for the LUMO energy (spin up / spin down): -7.300 / -8.139 eV.

Positions of all 75 atoms, in Å:
1 Re -0.108 -0.028 -0.244
2 C -3.108 -4.547 1.085
3 C -2.235 -4.089 2.064
4 C -1.741 -2.796 2.003
5 C -2.112 -1.958 0.955
6 C -2.983 -2.412 -0.024
7 C -3.486 -3.706 0.051
8 N -1.586 -0.624 0.904
9 C -2.094 0.326 1.803
10 C -3.288 0.233 2.512
11 C -3.631 1.261 3.375
12 C -2.810 2.379 3.560
13 C -1.617 2.484 2.882
14 C -1.282 1.456 1.999
15 N -0.094 1.359 1.275
16 N 0.928 2.024 1.599
17 C 2.045 1.628 0.897
18 C 3.278 2.233 1.121
19 C 4.378 1.755 0.445
20 C 4.221 0.673 -0.421
21 C 2.975 0.111 -0.589
22 N 1.883 0.583 0.050
23 H -3.508 -5.550 1.140
24 H -1.950 -4.737 2.882
25 H -1.076 -2.421 2.773
26 H -3.280 -1.748 -0.824
27 H -4.200 -4.059 -0.683
28 H -3.925 -0.633 2.394
29 H -4.559 1.194 3.926
30 H -3.111 3.160 4.244
31 H -0.958 3.331 3.014
32 H 3.334 3.050 1.826
33 H 5.350 2.206 0.593
34 H 5.060 0.264 -0.965
35 H 2.816 -0.727 -1.254
36 C 0.241 0.852 -2.270
37 C -0.559 -0.059 -2.989
38 C -1.903 0.084 -2.609
39 C -1.956 1.098 -1.658
40 C -0.621 1.625 -1.410
41 H 1.291 1.032 -2.435
42 H -0.194 -0.758 -3.727
43 H -2.733 -0.522 -2.962
44 H -2.828 1.394 -1.092
45 H -0.447 2.664 -1.171
46 C -5.575 -0.338 -6.260
47 C -4.673 -1.279 -5.517
48 C -3.410 -1.604 -6.000
49 C -2.555 -2.473 -5.333
50 C -2.968 -3.034 -4.127
51 N -2.147 -3.884 -3.343
52 C -0.970 -4.454 -3.722
53 O -0.530 -4.511 -4.841
54 N -0.228 -5.016 -2.631
55 C 0.255 -4.233 -1.597
56 C 1.040 -4.786 -0.572
57 C 1.543 -3.963 0.413
58 C 1.269 -2.599 0.375
59 N 0.519 -2.070 -0.602
60 C 0.028 -2.868 -1.557
61 C -4.237 -2.728 -3.630
62 C -5.074 -1.869 -4.320
63 H -5.378 -0.368 -7.330
64 H -5.424 0.691 -5.924
65 H -6.623 -0.587 -6.100
66 H -3.083 -1.189 -6.946
67 H -1.601 -2.732 -5.764
68 H -2.521 -4.170 -2.451
69 H 0.394 -5.745 -2.954
70 H 1.244 -5.849 -0.568
71 H 2.153 -4.360 1.211
72 H 1.659 -1.924 1.123
73 H -0.570 -2.402 -2.319
74 H -4.590 -3.194 -2.722
75 H -6.065 -1.670 -3.930

Atomic partial charges in e from the Mulliken method, atoms 1 to 8:
1. Re 0.43
2. C -0.68
3. C -1.06
4. C 0.27
5. C -1.31
6. C 0.65
7. C -0.90
8. N 0.78

=====

Entry 3:
Computed, not measured: 2 unconnected molecules or ions with the total composition C35H32FN2, with ωB97M-V/def2-TZVPD.

The total charge is +1. The value obtained for the HOMO-LUMO gap is 4.7 eV. As for the spin multiplicity: 1. The calculation puts the total energy at -42504.6209 eV. Its max |F| is 1.0 eV/Å. As for the LUMO energy: -6.053 eV.

Positions of all 70 atoms, in Å:
1 C 1.904 3.366 0.951
2 C 2.691 2.997 2.071
3 C 3.618 1.926 1.857
4 C 4.437 1.451 2.868
5 C 4.375 2.028 4.149
6 C 3.489 3.088 4.388
7 C 2.669 3.579 3.375
8 C 0.868 4.325 0.794
9 C 0.303 4.431 -0.520
10 C -0.734 5.304 -0.806
11 C -1.253 6.130 0.205
12 C -0.716 6.061 1.499
13 C 0.319 5.178 1.798
14 H 2.166 2.839 0.029
15 H 3.661 1.489 0.858
16 H 5.127 0.629 2.665
17 H 5.015 1.652 4.948
18 H 3.439 3.540 5.383
19 H 2.015 4.415 3.590
20 H 0.721 3.796 -1.305
21 H -1.141 5.346 -1.819
22 H -2.067 6.821 -0.019
23 H -1.115 6.705 2.287
24 H 0.697 5.141 2.813
25 F 0.977 -0.529 -2.319
26 C -0.106 -1.320 -1.825
27 C -1.185 -1.373 -2.933
28 C -0.896 -0.920 -4.222
29 C -1.856 -1.002 -5.231
30 C -3.109 -1.562 -4.958
31 C -3.401 -2.032 -3.672
32 C -2.440 -1.923 -2.656
33 C 0.480 -2.683 -1.464
34 C 0.030 -3.868 -2.044
35 C 0.591 -5.088 -1.647
36 C 1.626 -5.109 -0.712
37 C 2.120 -3.910 -0.184
38 C 1.563 -2.697 -0.581
39 C -0.582 -0.542 -0.566
40 C -1.150 0.853 -0.912
41 C -2.380 1.051 -0.036
42 C -2.405 -0.149 0.911
43 N -1.611 -1.199 0.237
44 C -1.239 -2.299 1.073
45 C -0.335 -2.112 2.133
46 C 0.055 -3.230 2.884
47 N -0.427 -4.447 2.643
48 C -1.318 -4.633 1.670
49 C -1.779 -3.581 0.866
50 H 0.088 -0.506 -4.441
51 H -1.602 -0.625 -6.223
52 H -3.854 -1.631 -5.751
53 H -4.368 -2.484 -3.446
54 H -2.638 -2.272 -1.640
55 H -0.770 -3.841 -2.783
56 H 0.198 -6.010 -2.080
57 H 2.054 -6.059 -0.389
58 H 2.940 -3.904 0.536
59 H 1.964 -1.752 -0.210
60 H 0.318 -0.385 0.061
61 H -0.372 1.592 -0.675
62 H -1.392 0.949 -1.978
63 H -2.329 1.996 0.519
64 H -3.290 1.066 -0.650
65 H -1.931 0.129 1.869
66 H -3.418 -0.510 1.131
67 H 0.095 -1.134 2.351
68 H 0.776 -3.125 3.701
69 H -1.687 -5.653 1.518
70 H -2.494 -3.772 0.066

Atomic partial charges in e from the natural (NBO) method, atoms 1 to 8:
1. C 0.13
2. C -0.11
3. C -0.09
4. C -0.23
5. C -0.08
6. C -0.22
7. C -0.11
8. C -0.21

=====

Q: What is the total charge in the second record?
A: +2

=====

Q: The highest max |F| belongs to which entry?
A: C35H31N10O7Ti